# 1
The following is a quantum chemistry calculation of a structure of composition C26H36AlBrCl3FK2N2O10S at a distorted geometry, from OMol25.

Calculated values
calculated total energy	-211393.4201	eV
HOMO-LUMO gap	3.18	eV
molar mass	879.084	g mol⁻¹

Atoms and positions in Å:
N: 0.02560 -2.70027 2.53860
C: 0.40117 -2.52383 1.08993
C: -0.05571 -3.82435 0.20813
C: -1.33129 -3.38692 -0.71730
C: -2.59373 -3.32516 0.26592
N: -3.82260 -2.66573 -0.29254
C: -4.22903 -1.74639 0.81703
O: -5.11926 -1.97361 1.70663
C: -3.34307 -0.46190 0.56141
C: -2.82541 0.65426 1.48720
C: -1.90786 1.76069 0.80190
C: -1.56495 1.76700 -0.72523
C: -2.10734 0.59257 -1.67959
C: -2.98593 -0.48905 -0.97337
C: -3.67733 -1.80543 -1.48238
O: -4.07280 -2.13805 -2.67900
H: -0.53842 -3.55732 2.65418
H: -0.54290 -1.91821 2.89199
H: -0.12569 -1.58636 0.65456
H: 1.52661 -2.32483 1.01448
H: 0.82329 -4.00542 -0.51570
H: -0.27167 -4.73335 0.86576
H: -1.02648 -2.39413 -1.18993
H: -1.48852 -4.20160 -1.52350
H: -2.30319 -2.89287 1.30435
H: -2.88774 -4.42957 0.48688
H: -3.07276 0.63634 2.59731
H: -1.47660 2.59421 1.45379
H: -0.89826 2.58003 -1.17632
H: -1.88509 0.51940 -2.79370
Cl: -9.20955 -4.41839 2.78546
C: -7.76800 -4.15320 1.76767
C: -8.08629 -4.22886 0.28704
Cl: -8.51278 -5.87741 -0.22498
H: -7.01298 -4.88751 2.05294
H: -7.38623 -3.15853 2.01294
H: -7.21160 -3.93589 -0.29675
H: -8.91144 -3.56688 0.01880
C: 3.21804 -1.77599 5.20383
C: 3.90741 -0.90578 4.16421
C: 3.48268 0.54896 4.28991
O: 3.58669 -1.38146 2.86061
H: 2.13074 -1.74940 5.07624
H: 3.52371 -2.82025 5.09415
H: 3.45875 -1.44545 6.21812
H: 4.99199 -0.98321 4.28096
H: 2.40434 0.65601 4.13078
H: 3.97659 1.16018 3.52974
H: 3.73126 0.94938 5.27660
H: 2.62831 -1.31703 2.74717
K: -5.20347 -4.64298 2.68615
Cl: -0.56668 -0.91059 -2.79245
F: -8.80795 -4.60728 -2.39003
K: -10.61536 -6.33672 0.66164
Al: -5.77048 -0.81332 -2.83312
C: 4.12951 3.03827 -0.16480
C: 3.43259 1.95647 -0.61910
C: 4.22495 0.65139 -0.57534
O: 3.76483 -0.44029 -0.86747
C: 5.64443 0.71513 -0.15513
C: 6.34805 1.80765 0.28724
C: 5.51170 3.08902 0.34055
O: 5.92806 4.15583 0.77459
O: 7.53956 1.86009 0.63766
O: 2.25420 1.91958 -1.04735
H: 3.64021 4.00491 -0.15125
H: 6.15844 -0.25223 -0.21348
O: 1.18802 4.95519 -3.00721
S: 2.43906 4.75369 -3.69288
O: 3.66563 4.51053 -2.98461
O: 2.67272 5.97607 -4.73088
C: 2.61243 7.31095 -4.23371
C: 3.88661 7.69089 -3.50205
C: 2.22498 3.47602 -4.89898
H: 1.73456 7.44687 -3.59548
H: 2.48761 7.96581 -5.09904
H: 3.99415 7.11939 -2.57733
H: 3.88066 8.75281 -3.24430
H: 4.76431 7.47843 -4.11726
H: 1.32559 3.68346 -5.47786
H: 2.12025 2.52904 -4.36767
H: 3.10414 3.44711 -5.54198
Br: 6.72197 -1.02058 -1.43399

=====

# 2
The following is a quantum chemistry calculation of a structure of composition C26H36BCl2F6MoN3O6S2, from OMol25.

Calculated values
calculated total energy	-109855.0935	eV
2S+1	3
HOMO-LUMO gap (alpha / beta)	8.36 / 8.12	eV
molar mass	842.369	g mol⁻¹

Atoms and positions in Å:
Mo: 0.53993 -0.03914 0.05951
N: -0.54518 1.04058 1.74253
C: -1.61405 2.04978 1.55783
C: -2.75189 1.52390 0.69838
C: -2.39389 1.35586 -0.76951
N: -1.53476 0.17658 -1.00352
H: -0.94463 0.23271 2.22341
H: 0.16722 1.38995 2.38012
H: -1.17451 2.93418 1.09400
H: -1.99051 2.34395 2.53940
H: -3.57982 2.23214 0.76553
H: -3.12059 0.57789 1.11083
H: -1.84589 2.23819 -1.10482
H: -3.29757 1.28135 -1.37730
H: -1.31178 0.13179 -1.99598
H: -2.07292 -0.67031 -0.81598
F: 1.36930 -4.72066 1.93680
C: 1.18195 -3.42953 1.70963
F: 1.63226 -2.72550 2.74622
F: 1.85084 -3.07542 0.61868
S: -0.61244 -3.11469 1.51048
O: -0.71443 -1.67979 1.17303
O: -1.18390 -3.53914 2.74338
N: -1.03663 -3.99628 0.30503
S: -1.22478 -3.38104 -1.14888
O: -0.09231 -2.62364 -1.63275
O: -2.52646 -2.78494 -1.32144
C: -1.23851 -4.95059 -2.10161
F: -1.20266 -4.62740 -3.39370
F: -0.18991 -5.70632 -1.81866
F: -2.34766 -5.63273 -1.85489
C: 4.05362 -0.65163 -1.94652
C: 3.00738 0.47120 -2.09192
C: 3.61370 1.79625 -1.60608
C: 1.83933 0.17020 -1.20147
C: 2.56254 0.52660 -3.55681
C: 1.48434 -0.22260 -4.02014
C: 1.11202 -0.18842 -5.35634
C: 1.81282 0.59976 -6.25829
C: 2.89930 1.33885 -5.81200
C: 3.27100 1.29702 -4.47437
H: 4.38644 -0.73398 -0.91174
H: 4.90884 -0.43263 -2.58840
H: 3.63396 -1.61100 -2.25523
H: 3.72583 1.76749 -0.52198
H: 2.98592 2.64740 -1.87232
H: 4.60296 1.94868 -2.03940
H: 1.49368 -0.95254 -1.21674
H: 0.92038 -0.84476 -3.33445
H: 0.26695 -0.77694 -5.68966
H: 1.51971 0.63188 -7.29973
H: 3.46114 1.95155 -6.50588
H: 4.11804 1.88609 -4.14669
Cl: -2.13075 2.03703 -4.32924
C: -1.01868 3.36866 -3.95382
Cl: 0.21135 2.89104 -2.79370
H: -1.60187 4.17342 -3.52335
H: -0.52569 3.67503 -4.86827
C: 8.03487 -1.14865 3.92662
C: 7.09751 -0.59526 4.99920
C: 7.74712 0.65648 5.60755
C: 6.92910 -1.65637 6.09615
C: 5.72066 -0.24514 4.42894
C: 4.79412 0.41686 5.24304
C: 3.50918 0.74123 4.81418
C: 3.18044 0.37275 3.53186
O: 1.99696 0.55800 2.85098
B: 2.17312 -0.01200 1.56446
O: 3.49504 -0.51461 1.49295
C: 4.07469 -0.27510 2.71657
C: 5.34909 -0.59608 3.12716
H: 9.01215 -1.35169 4.36826
H: 8.17759 -0.43905 3.10858
H: 7.66522 -2.08597 3.50681
H: 8.78046 0.44186 5.88879
H: 7.22665 0.99087 6.50587
H: 7.75103 1.48339 4.89485
H: 7.88954 -1.86748 6.57325
H: 6.54160 -2.58874 5.68070
H: 6.23447 -1.32030 6.86756
H: 5.07369 0.68005 6.25482
H: 2.80518 1.24619 5.46165
H: 6.01863 -1.10961 2.45264

=====

# 3
The following is a quantum chemistry calculation of a cluster of 2 separate species, C26H36BN6O2 in total at a distorted geometry, from OMol25.

Calculated values
calculated total energy	-41248.7386	eV
HOMO-LUMO gap	6.23	eV
total charge	+1
molar mass	475.426	g mol⁻¹

Atoms and positions in Å:
C: 2.25116 0.27625 3.84397
C: 3.16099 0.60910 2.58747
B: 2.40550 0.15560 1.24665
O: 3.18612 -0.30326 0.16829
C: 0.81001 0.12524 1.00703
C: 0.25788 -1.21205 0.64211
C: -1.20471 -1.30530 0.41626
C: -1.93648 -2.61871 0.05406
N: -1.61836 -3.64364 1.11247
C: -1.94202 -0.00136 0.56966
C: -3.47601 -0.03343 0.36493
C: -4.04078 -0.03346 -0.98713
C: -5.49962 -0.10827 -0.95808
C: -6.19321 -0.16615 0.30784
N: -5.71302 -0.12621 1.58957
C: -4.35108 -0.05977 1.51177
N: -1.37198 1.17415 0.87635
N: -0.07750 1.16446 1.08719
C: 0.48246 2.50163 1.47343
C: 1.21460 3.27933 0.30839
C: 1.27288 2.59911 -1.10277
N: 2.68581 2.20111 -1.39127
C: 3.51221 3.37895 -1.72801
C: 5.00928 3.11564 -1.32751
C: 5.36746 2.51780 -0.02106
C: 6.74420 2.22976 0.34890
C: 7.88876 2.52965 -0.53910
C: 7.54202 3.14458 -1.82567
C: 6.14160 3.43490 -2.20143
O: 5.94931 4.01915 -3.46073
H: 2.70794 0.80942 4.72690
H: 2.12383 -0.82166 4.03268
H: 1.21923 0.72173 3.72644
H: 4.18385 0.15252 2.63739
H: 3.29871 1.72412 2.52150
H: 3.91694 -0.85728 0.49405
H: 0.89361 -2.11507 0.52453
H: -1.69565 -2.99821 -0.98081
H: -3.05335 -2.51898 0.07791
H: -2.00026 -4.51351 0.72802
H: -0.60135 -3.74737 1.14833
H: -3.47870 -0.00235 -1.94356
H: -6.07648 -0.12305 -1.91111
H: -7.31287 -0.25825 0.24577
H: -3.83716 -0.02216 2.51314
H: -0.37794 3.15265 1.79876
H: 1.11656 2.42294 2.40111
H: 0.70821 4.27926 0.17824
H: 2.25262 3.53662 0.67032
H: 1.04332 3.40781 -1.86664
H: 0.53983 1.78100 -1.30010
H: 2.72824 1.58383 -2.20301
H: 3.51046 3.62105 -2.83421
H: 3.20880 4.32197 -1.20569
H: 4.51928 2.30149 0.66308
H: 7.01566 1.74860 1.32428
H: 8.94086 2.28097 -0.26792
H: 8.39184 3.36868 -2.51462
H: 6.71059 4.62163 -3.56346
C: -6.69202 -4.26470 -0.21365
C: -6.41037 -5.17795 -1.40262
C: -4.91411 -5.40553 -1.63681
C: -4.24076 -4.10961 -1.91553
N: -3.72586 -3.10377 -2.13278
H: -6.28123 -3.26354 -0.36842
H: -7.76750 -4.15425 -0.06645
H: -6.26396 -4.67375 0.70551
H: -6.86281 -4.74464 -2.29850
H: -6.89394 -6.14264 -1.23338
H: -4.76247 -6.07352 -2.48671
H: -4.45398 -5.86507 -0.75889

=====

# 4
The following is a quantum chemistry calculation of a structure of composition C26H36ClIOP3Ru at a distorted geometry, from OMol25.

Calculated values
calculated total energy	-80632.0793	eV
2S+1	5
HOMO-LUMO gap (alpha / beta)	4.61 / 5.11	eV
total charge	+3
molar mass	720.922	g mol⁻¹

Atoms and positions in Å:
C: 0.11334 1.73149 -1.00605
C: 0.30602 1.73485 0.57629
H: -0.31643 2.72030 -1.21309
H: -0.55541 1.03308 -1.78592
H: 1.05767 1.80492 -1.58539
O: 0.83978 2.70810 1.02210
I: 0.06093 0.11774 2.01874
Ru: -0.74710 -0.48084 -2.90094
P: 2.03114 -0.56219 -0.96734
C: 2.98840 0.50526 0.20008
C: 2.52471 -2.17977 -0.26782
H: 3.61099 -2.28517 -0.41358
H: 4.17504 -0.58070 -2.05054
H: 1.97948 -2.99741 -0.76974
H: 2.81436 -0.83622 -3.27148
H: 3.06654 -0.02616 1.14384
H: 2.27565 -2.15039 0.80862
C: 3.16604 -0.25386 -2.39585
H: 3.96145 0.64954 -0.25926
H: 3.13431 0.84953 -2.59846
H: 2.51772 1.47116 0.33981
P: -1.80773 -0.56883 -0.95497
C: -2.52319 0.68970 0.17695
C: -3.07933 -0.25295 -2.27905
H: -1.83835 -2.92877 -0.58241
H: -3.38746 -2.16857 -0.18892
H: -1.97846 -1.96628 0.93732
C: -2.29826 -2.05958 -0.11026
H: -2.83530 -0.83940 -3.20106
H: -4.01289 -0.64871 -1.86853
H: -3.49584 1.02197 -0.18910
H: -1.92844 1.60312 0.26315
H: -3.17777 0.80992 -2.51415
H: -2.67126 0.23647 1.16016
Cl: -0.36964 -2.46757 -3.70612
C: -1.22127 6.45234 3.27522
C: -1.31664 5.53023 2.23468
C: -1.08221 4.16601 2.48061
C: -0.64090 3.70664 3.73548
C: -0.59252 4.63950 4.79280
C: -0.88335 5.98439 4.55323
P: -0.19010 1.95531 4.03254
C: 1.49296 1.96969 4.71655
C: 2.08099 0.78684 5.25587
C: 3.43118 0.71351 5.58317
C: 4.26011 1.84035 5.44569
C: 3.72974 2.98617 4.85811
C: 2.37527 3.03572 4.44912
C: -1.53920 1.31751 5.05825
C: -1.43048 0.05324 5.66608
C: -2.53372 -0.50993 6.34065
C: -3.75594 0.13358 6.38377
C: -3.91699 1.33981 5.66758
C: -2.84364 1.91300 5.01078
H: -1.40253 7.51299 3.07798
H: -1.57644 5.83906 1.21187
H: -1.25120 3.47326 1.65215
H: -0.33317 4.29932 5.80110
H: -0.84298 6.69781 5.37142
H: 1.49633 -0.11928 5.38042
H: 3.87157 -0.25097 5.87048
H: 5.31512 1.77261 5.73777
H: 4.39978 3.83527 4.67226
H: 2.01565 3.92746 3.90515
H: -0.52104 -0.53945 5.61996
H: -2.39366 -1.48248 6.82740
H: -4.58280 -0.28481 6.95748
H: -4.91998 1.79800 5.63413
H: -3.01102 2.81343 4.41500

=====

# 5
The following is a quantum chemistry calculation of a cluster of 7 separate species, C26H36IN8O4PS2 in total at a distorted geometry, from OMol25.

Calculated values
SMILES	CCOCc1cc(S)c(P(O)(O)=S)c2nc([C@@H](I)CC)c(O)nc12.CC#N.CC#N.CC#N.CC#N.CC#N.CC#N
calculated total energy	-86713.4579	eV
HOMO-LUMO gap	7.21	eV
molar mass	746.638	g mol⁻¹

Atoms and positions in Å:
C: 6.89268 -0.24702 1.02749
C: 6.64171 -1.74942 0.56635
O: 6.98969 -2.00542 -0.80050
C: 5.80783 -2.12152 -1.62568
C: 5.24882 -0.64797 -1.81277
C: 6.17304 0.30358 -2.38214
C: 5.73925 1.75210 -2.55414
S: 6.98726 2.91463 -3.27613
C: 4.40870 2.17390 -2.13673
P: 3.83714 3.95191 -2.28835
O: 2.79985 4.38967 -1.03532
O: 5.08714 5.05060 -2.22774
S: 2.96760 4.20272 -4.01064
C: 3.46826 1.13386 -1.56970
N: 2.19683 1.58086 -1.22629
C: 1.40653 0.62943 -0.68446
C: -0.03930 1.03869 -0.21041
I: -0.31754 3.15123 -0.75444
C: -1.18739 0.22150 -0.93562
C: -2.05518 -0.61587 0.10128
C: 1.89264 -0.76901 -0.49721
O: 0.99250 -1.66113 0.11294
N: 3.08555 -1.28520 -0.84003
C: 3.85671 -0.26472 -1.38641
H: 7.41608 -0.16572 2.01060
H: 5.87389 0.23625 1.10785
H: 7.41499 0.31217 0.20369
H: 7.22639 -2.39973 1.28048
H: 5.54600 -1.97354 0.70579
H: 5.04999 -2.81390 -1.18604
H: 6.19587 -2.45126 -2.62800
H: 7.21135 -0.04738 -2.68394
H: 7.76005 3.22103 -2.16599
H: 3.05974 3.80875 -0.28784
H: 5.79074 4.75924 -1.61662
H: -0.10883 1.01230 0.90840
H: -1.89113 0.93064 -1.44311
H: -0.71019 -0.41759 -1.72591
H: -3.05547 -0.83080 -0.34189
H: -2.15942 0.01698 1.02047
H: -1.48657 -1.55792 0.31980
H: 0.99591 -1.44749 1.06760
C: -6.63291 -0.40203 0.13163
C: -5.45132 -0.02185 0.94320
N: -4.53529 0.27295 1.57209
H: -6.70634 -1.48701 0.07031
H: -7.53940 -0.00853 0.59252
H: -6.53903 0.00418 -0.87171
C: -9.90031 -1.67536 -2.70384
C: -8.47560 -1.26612 -2.68949
N: -7.37177 -0.94925 -2.67848
H: -10.08299 -2.40670 -1.91699
H: -10.53628 -0.80640 -2.53775
H: -10.14767 -2.11933 -3.66753
C: -6.29945 -0.45265 4.64087
C: -7.68452 -0.86235 4.30958
N: -8.75870 -1.17951 4.05280
H: -5.69345 -0.42964 3.73488
H: -6.30385 0.53971 5.09069
H: -5.86124 -1.16009 5.34448
C: -10.34032 -3.58839 5.75376
C: -10.00416 -4.99203 6.09441
N: -9.74385 -6.07918 6.35782
H: -10.28280 -2.96666 6.64670
H: -9.64073 -3.20875 5.01106
H: -11.35073 -3.53730 5.34920
C: 8.72077 -3.47386 -4.80872
C: 9.20356 -2.14921 -4.35062
N: 9.57742 -1.12334 -3.99552
H: 9.09937 -3.67961 -5.80944
H: 9.07002 -4.25014 -4.12856
H: 7.63132 -3.48324 -4.83123
C: -0.11150 6.45471 2.40942
C: -0.25131 5.01527 2.73213
N: -0.35965 3.89949 2.97731
H: 0.40915 6.96642 3.21836
H: 0.45775 6.57293 1.48732
H: -1.09652 6.90215 2.28017

=====

# 6
The following is a quantum chemistry calculation of a structure of composition C26H36N3OOs at a distorted geometry, from OMol25.

Calculated values
calculated total energy	-36522.1839	eV
2S+1	5
HOMO-LUMO gap (alpha / beta)	7.46 / 6.13	eV
total charge	+1
molar mass	596.824	g mol⁻¹

Atoms and positions in Å:
C: 0.89303 -2.40965 0.19145
C: 1.76257 -1.56559 -0.57509
C: 1.27889 -1.54876 -1.92679
C: 0.05349 -2.30361 -1.97671
C: -0.17455 -2.83764 -0.65963
Os: -0.18921 -0.70602 -0.58975
C: -2.68856 0.95664 -0.80763
C: -2.01436 0.51442 0.32428
H: -1.68799 1.20384 1.11521
C: -1.82324 -0.88127 0.65046
H: -2.59758 -1.57371 0.32272
H: -1.42152 -1.07767 1.65826
C: -2.90884 2.40579 -1.07820
H: -2.40439 3.05047 -0.35130
H: -2.54002 2.69228 -2.07122
H: -3.98279 2.63626 -1.05798
C: -3.40021 -0.00138 -1.70385
H: -3.17812 -1.05011 -1.48058
H: -4.49156 0.12877 -1.63559
H: -3.14281 0.14984 -2.76195
C: 3.03502 -0.94069 -0.08800
H: 2.94657 -0.69970 0.97632
H: 3.89190 -1.61585 -0.22034
H: 3.23875 -0.01900 -0.64108
C: 2.02604 -0.97857 -3.09379
H: 2.48610 -0.02148 -2.81892
H: 2.82316 -1.66457 -3.41310
H: 1.35083 -0.80859 -3.93709
C: -0.78115 -2.56573 -3.19353
H: -0.74866 -1.70664 -3.87333
H: -0.40586 -3.44236 -3.73882
H: -1.82582 -2.75307 -2.91328
C: -1.24123 -3.82614 -0.28683
H: -2.17717 -3.59377 -0.80065
H: -0.94283 -4.84261 -0.57438
H: -1.40517 -3.81150 0.79343
C: 1.16132 -2.90750 1.57492
H: 0.24305 -2.92663 2.16738
H: 1.58774 -3.91722 1.56047
H: 1.87500 -2.24888 2.07358
C: 0.13099 1.10460 -1.72866
C: 0.82137 2.13334 -1.12825
C: -0.33072 1.21520 -3.03690
C: 1.18623 3.25678 -1.88773
H: 1.13007 2.04213 -0.08043
C: -0.03724 2.36738 -3.76861
H: -0.91529 0.40985 -3.50164
C: 0.75184 3.37074 -3.20738
H: 1.79887 4.03301 -1.42675
H: -0.40732 2.45312 -4.79168
H: 1.02127 4.24380 -3.79826
C: 1.17577 -0.47874 5.67729
N: 1.00830 0.50508 4.61512
C: 1.46442 1.76834 4.77478
C: 1.21959 2.70540 3.81493
C: 0.42640 2.31012 2.71046
N: -0.05958 1.08925 2.57852
C: 0.18516 0.14872 3.53248
O: -0.28498 -0.99816 3.50776
N: 0.18185 3.18742 1.69093
H: 0.19349 -0.83915 6.00132
H: 1.69297 -0.02018 6.52503
H: 1.75558 -1.34122 5.33238
H: 2.00141 1.96081 5.70312
H: 1.58757 3.72047 3.87754
H: 0.42336 4.16305 1.80745
H: -0.60120 2.99646 1.06808